Run P
The following is a DFT calculation (ωB97M-V with the def2-TZVPD basis set) of an isolated molecule of CH4N2S2.

Structure (XYZ):
```
9
Properties=species:S:1:pos:R:3
N 0.565 1.014 -0.240
C 0.796 -0.203 -0.133
S 2.368 -0.709 -0.232
N -0.259 -1.026 0.042
S -1.906 -0.533 -0.337
H -0.389 1.477 0.016
H 1.262 1.605 -0.118
H -0.255 -1.952 0.072
H -2.181 0.327 0.931
```

Results
HOMO energy	-8.256	eV
LUMO energy	0.0026	Ha
structure (SMILES)	NC(=S)NS
frontier orbital gap	8.33	eV

Results of the Löwdin charge analysis, in e, for atoms 1 through 4: 0.062, -1.121, 0.574, -0.342

Run Q
The following is a DFT calculation (ωB97M-V with the def2-TZVPD basis set) of a structure of composition CH4N2S2.

Structure (XYZ):
```
9
Properties=species:S:1:pos:R:3
C -0.508 1.041 -0.099
H 1.751 -0.741 1.209
H 1.697 1.367 -0.035
H -0.458 2.034 -0.233
H -2.403 -2.078 -0.044
N 0.891 0.574 -0.477
N -1.509 0.320 0.057
S 1.611 -1.075 -0.135
S -1.072 -1.441 -0.245
```

Results
HOMO energy	-8.384	eV
LUMO energy	0.0076	Ha
frontier orbital gap	8.59	eV

Results of the Löwdin charge analysis, in e, for atoms 1 through 4: -0.415, -0.110, 0.155, 0.061

Top of the stability list: run P, leading by 51.4 kcal/mol.

Run P
The following is a DFT calculation (ωB97M-V with the def2-TZVPD basis set) of an isolated molecule of C8H9NO.

Structure (XYZ):
```
19
Properties=species:S:1:pos:R:3
C 0.384 -0.857 -1.712
C 0.846 0.360 -1.707
C 0.068 0.823 0.561
C -0.946 -1.191 -1.152
C 0.296 -1.561 1.153
C 0.743 3.129 0.659
C -0.561 -0.272 1.212
C -0.888 -1.433 0.338
N 0.236 1.994 0.802
O 1.477 1.347 -1.830
H 1.084 -1.607 -2.277
H -1.624 -0.343 -1.266
H -1.337 -2.031 -1.690
H 1.271 -1.345 0.722
H 0.278 -2.131 2.012
H 0.002 3.974 0.308
H 1.634 3.260 1.105
H -1.271 -0.042 1.980
H -1.691 -2.072 0.782
```

Results
HOMO energy	-7.302	eV
LUMO energy	0.0281	Ha
frontier orbital gap	8.07	eV

Results of the Löwdin charge analysis, in e, for atoms 1 through 4: -0.139, -0.252, -0.048, -0.171

Run Q
The following is a DFT calculation (ωB97M-V with the def2-TZVPD basis set) of an isolated molecule of C8H9NO.

Structure (XYZ):
```
19
Properties=species:S:1:pos:R:3
C -2.973 1.283 1.385
C -1.992 0.665 0.495
O -2.386 0.166 -0.605
N -0.687 0.733 0.787
C 0.423 0.077 0.142
C 1.758 0.656 0.345
C 2.759 -0.067 -0.201
C 2.603 -1.208 -0.975
C 1.292 -1.665 -1.211
C 0.216 -1.092 -0.605
H -3.069 2.204 1.374
H -2.754 1.132 2.485
H -3.892 0.912 1.139
H -0.311 1.709 1.016
H 1.575 1.576 1.058
H 3.809 0.125 -0.112
H 3.674 -1.780 -1.509
H 1.138 -2.782 -1.660
H -0.793 -1.447 -0.718
```

Results
HOMO energy	-8.505	eV
LUMO energy	0.0253	Ha
structure (SMILES)	CC(=O)Nc1ccccc1
frontier orbital gap	9.19	eV

Results of the Löwdin charge analysis, in e, for atoms 1 through 4: 0.016, -0.479, 0.027, 0.089

Run R
The following is a DFT calculation (ωB97M-V with the def2-TZVPD basis set) of an isolated molecule of C8H9NO.

Structure (XYZ):
```
19
Properties=species:S:1:pos:R:3
C -1.804 1.113 1.268
C -0.861 2.007 0.388
O -0.990 3.173 0.320
N 0.111 1.411 -0.432
C 0.393 -0.021 -0.317
C 1.600 -0.441 0.261
C 1.876 -1.853 0.248
C 0.970 -2.805 -0.279
C -0.203 -2.239 -0.879
C -0.506 -0.865 -0.922
H -1.331 0.439 1.784
H -2.336 1.573 1.803
H -2.510 0.601 0.665
H 0.742 2.216 -0.449
H 2.280 0.300 0.441
H 2.854 -2.306 0.626
H 1.137 -3.810 -0.287
H -1.002 -3.058 -1.353
H -1.480 -0.589 -1.372
```

Results
HOMO energy	-9.161	eV
LUMO energy	0.0312	Ha
structure (SMILES)	CC(=O)Nc1ccccc1
frontier orbital gap	10.01	eV

Results of the Löwdin charge analysis, in e, for atoms 1 through 4: 0.068, -0.479, 0.093, 0.106

Top of the stability list: run R, leading by 8.3 kcal/mol.

Run P
The following is a DFT calculation (ωB97M-V with the def2-TZVPD basis set) of a cluster of 2 separate species, C2H7N4O in total.

Structure (XYZ):
```
14
Properties=species:S:1:pos:R:3
C -2.056 -0.121 0.386
C 0.420 -0.420 -0.854
N -2.402 0.660 -0.483
N 0.920 -1.011 0.197
N 0.723 0.914 -0.991
N 1.498 -0.060 1.105
O -1.458 -0.903 0.994
H -0.124 -0.969 -1.536
H -3.030 1.447 -0.727
H 0.504 -1.853 0.590
H 2.332 -0.508 1.546
H 0.413 1.384 -1.853
H 1.343 1.301 -0.259
H 0.919 0.139 1.885
```

Results
HOMO energy	-14.888	eV
charge	+1
LUMO energy	-0.1359	Ha
frontier orbital gap	11.19	eV

Results of the Löwdin charge analysis, in e, for atoms 1 through 4: -0.392, -0.114, 0.208, -0.005

Run Q
The following is a DFT calculation (ωB97M-V with the def2-TZVPD basis set) of the ion C2H7N4O with charge +1.

Structure (XYZ):
```
14
Properties=species:S:1:pos:R:3
H -0.675 2.413 0.929
N -1.007 1.474 0.630
C -0.286 0.905 -0.289
O 0.847 1.481 -0.803
C -0.441 -0.568 -0.783
N -0.066 -0.723 -2.033
N -0.927 -1.506 0.175
N -0.815 -1.177 1.651
H 0.635 2.435 -0.622
H -0.084 -1.499 -2.723
H 0.267 0.155 -2.074
H -0.759 -2.421 0.065
H -1.196 -0.255 1.719
H -1.494 -1.806 1.985
```

Results
HOMO energy	-14.250	eV
charge	+1
LUMO energy	-0.1847	Ha
structure (SMILES)	[H]/N=C(\O)C(=[NH2+])NN
frontier orbital gap	9.22	eV

Results of the Löwdin charge analysis, in e, for atoms 1 through 4: 0.110, 0.177, -0.343, 0.079

Top of the stability list: run P, leading by 41.4 kcal/mol.

Run P
The following is a DFT calculation (ωB97M-V with the def2-TZVPD basis set) of the ion C2H7N4O with charge +1.

Structure (XYZ):
```
14
Properties=species:S:1:pos:R:3
H -1.688 0.481 -2.430
N -0.879 0.587 -1.822
C -0.808 -0.319 -0.960
O -1.724 -1.297 -0.868
C 0.284 -0.472 0.108
N 0.299 -1.516 1.053
N 1.168 0.502 0.111
N 1.041 1.672 -0.561
H -1.683 -1.819 -0.052
H 1.088 -1.452 1.690
H 0.125 -2.460 0.742
H 1.954 0.500 0.767
H 1.891 2.031 -0.981
H 0.246 1.646 -1.233
```

Results
HOMO energy	-13.968	eV
charge	+1
LUMO energy	-0.1804	Ha
structure (SMILES)	[H]/N=C(\O)C(=[NH2+])NN
frontier orbital gap	9.06	eV

Results of the Löwdin charge analysis, in e, for atoms 1 through 4: 0.127, 0.188, -0.359, 0.119

Run Q
The following is a DFT calculation (ωB97M-V with the def2-TZVPD basis set) of a cluster of 2 separate species, C2H7N4O in total.

Structure (XYZ):
```
14
Properties=species:S:1:pos:R:3
C -1.593 -1.082 0.703
C 1.827 0.461 0.511
N 1.647 -0.755 0.229
N 1.342 -1.765 -0.126
N -1.208 -0.076 0.020
N 0.952 1.391 -0.275
O -1.651 0.040 -1.272
H -2.085 -1.895 0.204
H -1.197 -1.228 1.758
H 2.400 0.883 1.347
H 1.127 1.340 -1.304
H 0.953 2.297 0.091
H -0.043 0.959 -0.354
H -2.471 -0.571 -1.531
```

Results
HOMO energy	-13.566	eV
charge	+1
LUMO energy	-0.1499	Ha
frontier orbital gap	9.49	eV

Results of the Löwdin charge analysis, in e, for atoms 1 through 4: 0.029, -0.121, -0.098, 0.297

Top of the stability list: run P, leading by 82.9 kcal/mol.

Run P
The following is a DFT calculation (ωB97M-V with the def2-TZVPD basis set) of an isolated molecule of CH4FNO2.

Structure (XYZ):
```
9
Properties=species:S:1:pos:R:3
O -0.173 1.269 0.278
C 0.385 0.112 -0.225
O 0.820 -0.709 0.865
N -0.526 -0.629 -0.966
F 0.185 -1.654 -1.675
H -1.051 0.943 0.675
H 1.210 0.295 -0.934
H 1.791 -0.693 0.971
H -1.104 -1.031 -0.285
```

Results
HOMO energy	-10.552	eV
LUMO energy	0.0244	Ha
structure (SMILES)	OC(O)NF
frontier orbital gap	11.22	eV

Results of the Löwdin charge analysis, in e, for atoms 1 through 4: 0.037, -0.553, 0.000, 0.054

Run Q
The following is a DFT calculation (ωB97M-V with the def2-TZVPD basis set) of an isolated molecule of CH4FNO2.

Structure (XYZ):
```
9
Properties=species:S:1:pos:R:3
O 1.181 1.019 -0.282
C 0.003 0.191 -0.381
O 0.473 -1.113 0.086
N -1.062 0.684 0.404
F -2.406 0.204 -0.273
H 1.776 0.476 0.349
H -0.355 0.318 -1.433
H -0.189 -1.697 -0.079
H -1.174 0.232 1.230
```

Results
HOMO energy	-11.055	eV
LUMO energy	0.0105	Ha
structure (SMILES)	OC(O)NF
frontier orbital gap	11.34	eV

Results of the Löwdin charge analysis, in e, for atoms 1 through 4: -0.018, -0.442, 0.031, 0.155

Top of the stability list: run P, leading by 10.7 kcal/mol.

Run P
The following is a DFT calculation (ωB97M-V with the def2-TZVPD basis set) of the ion C5H11N2O with charge -1.

Structure (XYZ):
```
19
Properties=species:S:1:pos:R:3
N 0.161 3.440 0.169
C 0.832 2.298 0.633
C 0.273 1.009 0.802
C 0.765 -0.433 0.594
C -0.092 -0.902 -0.639
N -1.520 -0.729 -0.145
C 0.161 -2.428 -0.842
O -0.620 -3.214 0.017
H -0.192 3.901 0.951
H -0.753 3.139 -0.261
H 1.852 2.619 0.851
H -0.849 0.837 0.932
H 1.949 -0.555 0.371
H 0.603 -1.044 1.521
H 0.185 -0.253 -1.499
H -1.617 -1.700 0.227
H -2.116 -0.788 -0.983
H -0.200 -2.648 -1.993
H 1.178 -2.550 -0.707
```

Results
HOMO energy	-2.824	eV
charge	-1
LUMO energy	0.1430	Ha
structure (SMILES)	N/C=C/C[C@H](N)C[O-]
frontier orbital gap	6.72	eV

Results of the Löwdin charge analysis, in e, for atoms 1 through 4: -0.030, -0.259, -0.121, -0.203

Run Q
The following is a DFT calculation (ωB97M-V with the def2-TZVPD basis set) of the ion C5H11N2O with charge -1.

Structure (XYZ):
```
19
Properties=species:S:1:pos:R:3
N -3.113 -2.072 0.144
C -2.154 -0.989 0.657
C -0.918 -0.796 0.140
C 0.167 0.137 0.597
C 0.867 0.697 -0.607
N 1.628 -0.316 -1.361
C 1.976 1.952 0.061
O 2.846 1.091 0.506
H -3.365 -2.567 0.991
H -4.024 -1.628 -0.210
H -2.522 -0.377 1.404
H -0.641 -1.394 -0.790
H -0.193 0.858 1.188
H 1.029 -0.221 1.165
H 0.180 1.102 -1.354
H 2.455 -0.704 -0.740
H 2.031 0.139 -2.063
H 2.245 2.719 -0.666
H 1.505 2.368 0.941
```

Results
HOMO energy	-2.044	eV
charge	-1
LUMO energy	0.1326	Ha
structure (SMILES)	N/C=C/C[C@H](N)C[O-]
frontier orbital gap	5.65	eV

Results of the Löwdin charge analysis, in e, for atoms 1 through 4: -0.045, -0.197, -0.100, -0.219

Top of the stability list: run P, leading by 7.1 kcal/mol.

Run P
The following is a DFT calculation (ωB97M-V with the def2-TZVPD basis set) of an isolated molecule of C6H11NO2.

Structure (XYZ):
```
20
Properties=species:S:1:pos:R:3
C 1.105 0.022 2.039
C 0.915 0.441 0.739
C 1.978 1.238 0.037
O -0.431 0.856 0.483
C -1.015 -0.231 -0.275
C -1.710 0.356 -1.494
N -1.934 -1.011 0.522
C 0.265 -1.041 -0.664
O 0.387 -2.234 -0.264
H 1.891 0.427 2.670
H 0.396 -0.684 2.463
H 2.808 0.576 -0.234
H 2.363 2.038 0.676
H 1.597 1.683 -0.885
H -2.547 0.993 -1.190
H -2.082 -0.439 -2.148
H -1.024 0.976 -2.077
H -2.338 -1.742 -0.059
H -1.410 -1.498 1.246
H 0.786 -0.724 -1.585
```

Results
HOMO energy (alpha / beta)	-8.996 / -8.995	eV
LUMO energy (alpha / beta)	-0.0268 / -0.0268	Ha
structure (SMILES)	C=C(C)O[C@](C)(N)C=O
frontier orbital gap (alpha / beta)	8.27 / 8.27	eV

Results of the Löwdin charge analysis, in e, for atoms 1 through 4: 0.135, -0.427, -0.037, -0.028

Run Q
The following is a DFT calculation (ωB97M-V with the def2-TZVPD basis set) of an isolated molecule of C6H11NO2.

Structure (XYZ):
```
20
Properties=species:S:1:pos:R:3
C -1.226 -0.429 -2.078
C -0.128 -0.960 -1.192
O 0.997 -1.230 -1.671
C -0.432 -1.234 0.267
C -0.095 0.164 0.714
C -1.249 1.017 1.173
C 1.201 0.587 0.808
N 2.316 -0.191 0.829
O 1.444 1.904 1.010
H -1.161 -0.909 -3.058
H -2.215 -0.645 -1.666
H -1.103 0.651 -2.193
H 0.224 -2.011 0.671
H -1.480 -1.498 0.427
H -2.118 0.863 0.526
H -1.540 0.758 2.196
H -1.027 2.087 1.129
H 3.090 0.229 0.321
H 2.154 -1.114 0.425
H 2.347 1.959 1.363
```

Results
HOMO energy	-7.685	eV
LUMO energy	0.0276	Ha
structure (SMILES)	CC(=O)C/C(C)=C(\N)O
frontier orbital gap	8.44	eV

Results of the Löwdin charge analysis, in e, for atoms 1 through 4: -0.011, -0.434, 0.006, -0.092

Run R
The following is a DFT calculation (ωB97M-V with the def2-TZVPD basis set) of a cluster of 2 separate species, C6H11NO2 in total.

Structure (XYZ):
```
20
Properties=species:S:1:pos:R:3
C 0.982 1.064 2.196
C 0.614 0.851 0.933
C 0.533 -0.485 0.143
C 1.194 -0.528 -1.053
C 0.803 -1.663 1.066
H 1.254 2.053 2.533
H 1.142 0.282 2.920
H 0.673 1.704 0.268
H 2.015 -1.208 -1.229
H 0.897 0.027 -1.928
H 1.584 -2.355 0.758
H 1.207 -1.464 2.059
H -0.062 -2.274 1.318
N -1.904 -0.167 -2.203
C -1.497 0.382 -0.985
O -2.143 0.184 0.091
O -1.207 1.726 -1.242
H -1.890 0.486 -2.974
H -2.642 -0.853 -2.169
H -1.553 2.239 -0.501
```

Results
HOMO energy	-8.420	eV
LUMO energy	0.0058	Ha
structure (SMILES)	C=CC(=C)C.NC(=O)O
frontier orbital gap	8.58	eV

Results of the Löwdin charge analysis, in e, for atoms 1 through 4: 0.010, -0.149, -0.320, 0.068

Top of the stability list: run Q, leading by 59.0 kcal/mol.

Run P
The following is a DFT calculation (ωB97M-V with the def2-TZVPD basis set) of an isolated molecule of C6H11NO2.

Structure (XYZ):
```
20
Properties=species:S:1:pos:R:3
C -1.872 0.996 -0.858
C -0.560 1.418 -0.246
O -0.492 2.484 0.363
C 0.807 0.748 -0.738
C 0.562 -0.418 0.178
C 0.578 -0.274 1.690
C -0.293 -1.585 -0.318
N 2.230 -0.996 -0.255
O 3.117 -0.613 0.453
H -2.479 0.507 -0.093
H -1.743 0.343 -1.721
H -2.406 1.889 -1.192
H 0.750 0.529 -1.803
H 1.600 1.421 -0.412
H 1.052 0.659 2.004
H -0.437 -0.303 2.096
H 1.130 -1.099 2.158
H -1.341 -1.491 -0.023
H -0.245 -1.686 -1.406
H 0.042 -2.528 0.124
```

Results
HOMO energy (alpha / beta)	-8.084 / -8.086	eV
LUMO energy (alpha / beta)	0.0048 / 0.0046	Ha
structure (SMILES)	CC(=O)CC(C)(C)N=O
frontier orbital gap (alpha / beta)	8.21 / 8.21	eV

Results of the Löwdin charge analysis, in e, for atoms 1 through 4: -0.017, -0.426, 0.058, -0.081

Run Q
The following is a DFT calculation (ωB97M-V with the def2-TZVPD basis set) of a cluster of 2 separate species, C6H11NO2 in total.

Structure (XYZ):
```
20
Properties=species:S:1:pos:R:3
C 0.120 -1.649 -1.666
C 0.057 -1.341 -0.190
C 1.369 -1.016 0.571
C 0.682 0.258 1.102
C 0.943 1.599 0.394
C -0.180 1.177 -0.549
O -0.587 1.551 -1.618
N -0.502 0.004 0.212
H 0.736 -0.917 -2.205
H 0.572 -2.642 -1.801
H -0.885 -1.665 -2.110
H -0.529 -2.109 0.332
H 1.666 -1.745 1.332
H 2.220 -0.816 -0.093
H 0.474 0.291 2.177
H 0.724 2.496 0.988
H 1.913 1.708 -0.108
O -3.013 1.740 0.712
H -2.930 0.797 1.027
H -2.851 2.280 1.491
```

Results
HOMO energy	-9.229	eV
LUMO energy	0.0279	Ha
structure (SMILES)	C[C@H]1C[C@H]2CC(=O)N21.O
frontier orbital gap	9.99	eV

Results of the Löwdin charge analysis, in e, for atoms 1 through 4: -0.053, -0.309, -0.074, -0.243

Top of the stability list: run Q, leading by 52.6 kcal/mol.